(1)
{"formula": "C23H27FeNO12P", "method": "ωB97M-V/def2-TZVPD", "elements": ["Fe", "O", "C", "O", "C", "O", "C", "C", "O", "O", "H", "H", "H", "H", "H", "C", "O", "C", "C", "C", "C", "C", "C", "O", "C", "O", "C", "H", "H", "H", "H", "H", "H", "H", "H", "H", "C", "P", "C", "C", "H", "H", "H", "H", "H", "H", "H", "H", "H", "O", "C", "O", "C", "C", "C", "C", "C", "C", "N", "O", "O", "H", "H", "H", "H"], "xyz": [[0.8969, -0.2437, -0.3398], [2.7627, -3.5477, 0.6080], [2.7435, -2.2518, 0.7951], [1.7602, -1.6312, 1.1550], [4.0678, -1.5874, 0.4840], [3.9428, -0.1894, 0.5047], [4.3696, 0.4110, -0.7024], [3.5239, 0.0700, -1.9423], [4.0796, 0.1921, -3.0285], [2.3015, -0.2586, -1.7550], [1.7912, -3.8321, 0.4046], [4.3866, -1.9582, -0.4944], [4.8068, -1.9240, 1.2201], [5.4094, 0.1573, -0.9286], [4.3126, 1.4903, -0.5451], [1.1872, 3.4761, 5.6011], [-0.1819, 3.1787, 5.4189], [-0.5219, 2.5017, 4.2860], [-1.9061, 2.2510, 4.1411], [-2.3299, 1.5730, 3.0364], [-1.4544, 1.1190, 2.0214], [-1.9469, 0.4320, 0.8548], [-3.3995, 0.0255, 0.7117], [-1.2320, 0.1156, -0.1061], [-0.0417, 1.3690, 2.1728], [0.8482, 1.0132, 1.3470], [0.3772, 2.0799, 3.3475], [1.2557, 4.0341, 6.5317], [1.5731, 4.0854, 4.7797], [1.7849, 2.5640, 5.6767], [-2.5903, 2.6014, 4.9011], [-3.3911, 1.3933, 2.9377], [-4.0886, 0.4644, 1.4251], [-3.4355, -1.0613, 0.8125], [-3.7170, 0.2651, -0.3025], [1.4417, 2.2401, 3.4395], [-0.9678, 3.1257, -1.4689], [0.7067, 2.3830, -1.3700], [1.5309, 3.6230, -0.2986], [1.3905, 2.8314, -3.0093], [-0.9358, 4.1703, -1.7910], [-1.4350, 3.0677, -0.4840], [-1.5795, 2.5502, -2.1648], [1.5543, 4.6083, -0.7719], [2.5485, 3.3013, -0.0742], [0.9953, 3.6835, 0.6494], [1.2674, 3.8955, -3.2294], [0.8937, 2.2389, -3.7784], [2.4491, 2.5688, -3.0485], [0.4512, -4.1578, -0.1787], [-0.1843, -3.3171, -0.8580], [0.0148, -2.0928, -0.9838], [-1.3956, -3.8523, -1.6089], [-1.8629, -5.1374, -1.3671], [-2.9829, -5.6236, -2.0295], [-3.6417, -4.8315, -2.9548], [-3.1563, -3.5540, -3.1812], [-2.0535, -3.0419, -2.5246], [-3.8619, -2.7030, -4.1607], [-3.4691, -1.5666, -4.3160], [-4.7751, -3.2041, -4.7936], [-1.3253, -5.7472, -0.6535], [-3.3442, -6.6236, -1.8269], [-4.5100, -5.1789, -3.4934], [-1.7078, -2.0336, -2.6992]], "forces_ev_per_angstrom": [[-0.15, 0.55, 0.34], [0.18, 0.17, 0.02], [0.03, -0.16, -0.04], [0.05, -0.11, -0.04], [-0.06, 0.03, -0.01], [0.09, -0.01, -0.02], [-0.01, -0.06, 0.05], [-0.06, 0.13, -0.11], [-0.02, 0.04, 0.01], [0.26, -0.27, 0.14], [-0.22, -0.07, 0.00], [0.01, 0.00, 0.01], [0.00, 0.00, 0.01], [0.01, 0.00, 0.00], [-0.02, 0.00, 0.00], [0.00, -0.01, 0.01], [0.01, 0.02, -0.01], [-0.01, 0.00, 0.05], [0.01, -0.02, -0.02], [-0.01, 0.01, 0.01], [0.02, -0.04, 0.03], [0.00, 0.09, -0.04], [-0.01, 0.01, 0.00], [-0.05, -0.14, 0.05], [-0.05, 0.04, 0.04], [0.07, -0.08, -0.12], [0.00, -0.01, -0.06], [0.00, 0.00, 0.00], [0.00, 0.00, 0.00], [0.00, 0.00, 0.00], [0.01, -0.01, 0.00], [0.01, -0.01, 0.00], [0.00, 0.01, -0.01], [-0.01, 0.00, 0.01], [0.01, 0.00, 0.00], [-0.01, 0.00, 0.00], [0.01, 0.04, 0.00], [-0.11, -0.12, -0.12], [0.02, 0.00, 0.00], [0.02, 0.01, -0.01], [-0.01, 0.00, 0.01], [0.00, 0.00, 0.00], [0.01, 0.00, 0.00], [0.00, 0.01, 0.02], [0.01, 0.01, -0.03], [0.00, -0.02, 0.00], [0.00, 0.00, -0.01], [-0.02, 0.01, 0.01], [0.00, -0.01, 0.01], [0.07, -0.07, -0.01], [-0.22, 0.21, 0.08], [0.19, -0.18, -0.29], [0.00, -0.04, 0.02], [0.03, -0.03, -0.04], [-0.01, 0.00, -0.02], [0.03, -0.02, 0.04], [-0.11, 0.09, 0.01], [-0.05, 0.02, 0.06], [0.26, -0.16, -0.21], [-0.07, 0.08, 0.08], [-0.10, 0.02, 0.09], [0.00, 0.02, 0.01], [0.01, 0.00, -0.01], [-0.01, 0.00, 0.00], [0.02, 0.00, 0.01]], "charge": -1, "homo_ev": [-5.20, -4.91], "multiplicity": 5, "gap_ev": [7.06, 6.77]}


(2)
{"formula": "C2HNO3", "method": "ωB97M-V/def2-TZVPD", "elements": ["C", "C", "N", "O", "O", "O", "H"], "xyz": [[0.2745, -0.3987, -0.0390], [1.1469, -1.1315, -0.8579], [2.6175, 0.2957, -0.6062], [3.0536, 0.7878, -1.6005], [2.8522, 0.3016, 0.5226], [0.8406, -1.1799, 0.7843], [-0.5935, 0.1775, 0.2104]], "forces_ev_per_angstrom": [[-1.56, -0.41, -2.30], [-2.76, 0.62, 2.15], [1.47, 0.37, -2.83], [0.14, 0.26, 0.40], [1.30, 0.94, 2.31], [1.59, -2.32, 0.79], [-0.18, 0.54, -0.52]], "homo_ev": [-7.80, -11.49], "multiplicity": 3, "gap_ev": [7.92, 8.76]}


(3)
{"formula": "C33H37N4Si", "method": "ωB97M-V/def2-TZVPD", "elements": ["C", "N", "C", "C", "C", "C", "C", "C", "C", "C", "C", "C", "C", "C", "C", "C", "C", "N", "C", "C", "C", "C", "C", "C", "C", "C", "C", "C", "C", "H", "H", "H", "H", "H", "H", "H", "H", "H", "H", "H", "H", "H", "H", "H", "H", "H", "H", "H", "H", "H", "H", "H", "H", "H", "C", "Si", "C", "C", "N", "C", "N", "C", "C", "H", "H", "H", "H", "H", "H", "H", "H", "H", "H", "H", "H"], "xyz": [[-3.0661, -2.7352, -5.3699], [-1.9306, -1.9506, -4.8938], [-1.7878, -0.6861, -5.5474], [-2.7931, 0.2917, -5.4174], [-2.6736, 1.5164, -6.0717], [-1.5850, 1.7494, -6.9207], [-0.6099, 0.7613, -7.0990], [-0.7073, -0.4513, -6.4129], [-1.4972, -2.1300, -3.5681], [-0.1102, -2.2162, -3.3163], [0.3655, -2.2153, -2.0253], [-0.5309, -2.0744, -0.9126], [0.0062, -1.8697, 0.3724], [-0.6925, -1.6412, 1.5874], [-0.1312, -2.0695, 2.8297], [-0.7947, -1.8532, 4.0208], [-2.0307, -1.1766, 4.0407], [-2.6157, -0.8439, 5.2931], [-3.7651, -1.6518, 5.6985], [-2.6520, 0.5231, 5.7082], [-3.6369, 1.4072, 5.2436], [-3.5704, 2.7585, 5.5905], [-2.5787, 3.2048, 6.4723], [-1.6311, 2.3102, 6.9877], [-1.6647, 0.9732, 6.6013], [-2.6246, -0.7789, 2.8285], [-1.9297, -0.9229, 1.6392], [-1.9381, -2.1496, -1.1887], [-2.4086, -2.1510, -2.4906], [-3.0347, -3.7266, -4.9083], [-4.0192, -2.2422, -5.1339], [-2.9741, -2.8451, -6.4581], [-3.6554, 0.0783, -4.7817], [-3.4396, 2.2810, -5.9304], [-1.4987, 2.7011, -7.4471], [0.2260, 0.9257, -7.7820], [0.0408, -1.2354, -6.5416], [0.5704, -2.2705, -4.1683], [1.4407, -2.3045, -1.8456], [1.0952, -1.8700, 0.4224], [0.8147, -2.6158, 2.8343], [-0.3753, -2.1880, 4.9719], [-4.1006, -1.3378, 6.6957], [-4.5868, -1.5438, 4.9753], [-3.4488, -2.6990, 5.7305], [-4.4151, 1.0349, 4.5738], [-4.3002, 3.4581, 5.1792], [-2.5371, 4.2558, 6.7605], [-0.8668, 2.6415, 7.6930], [-0.9319, 0.2484, 6.9604], [-3.6190, -0.3228, 2.8425], [-2.3273, -0.4915, 0.7193], [-2.6460, -2.2096, -0.3611], [-3.4826, -2.1003, -2.6973], [4.2732, 3.5347, 0.0892], [5.2883, 2.1249, -0.5730], [5.2805, 1.9942, -2.4274], [7.0105, 2.1305, 0.1161], [4.4383, 0.6341, 0.0043], [3.1253, 0.2672, -0.2785], [2.8103, -0.8677, 0.3091], [3.9164, -1.2828, 1.0255], [4.9343, -0.3765, 0.8452], [4.7151, 4.4725, -0.2819], [3.2248, 3.4930, -0.2395], [4.2891, 3.5622, 1.1889], [5.7386, 2.9109, -2.8306], [5.8738, 1.1352, -2.7747], [4.2658, 1.9037, -2.8414], [7.4872, 3.0497, -0.2605], [7.0317, 2.1643, 1.2142], [7.6104, 1.2750, -0.2240], [2.4954, 0.8893, -0.9071], [3.9144, -2.1814, 1.6209], [5.9328, -0.3832, 1.2421]], "forces_ev_per_angstrom": [[-0.22, 0.12, 0.27], [0.08, -0.85, 0.29], [0.38, 0.84, -0.66], [0.46, -0.27, 0.23], [0.15, -0.17, -0.18], [0.05, -0.19, 0.12], [-0.18, 0.05, 0.13], [-0.30, 0.02, 0.31], [0.04, 0.91, -0.44], [0.07, 0.17, 0.08], [-0.02, 0.24, 0.10], [-0.33, -0.13, -0.20], [-0.19, -0.60, -0.52], [-0.68, 0.81, 0.98], [0.01, -0.03, -0.60], [-0.37, 0.12, 0.09], [0.20, 0.26, -0.17], [0.04, -0.62, 0.63], [0.11, -0.03, -0.33], [0.20, 0.71, -0.07], [0.51, 0.03, -0.02], [0.05, -0.15, 0.27], [0.10, -0.14, -0.05], [-0.26, 0.01, -0.11], [-0.31, -0.11, -0.44], [0.23, 0.13, 0.06], [0.09, -0.73, -0.14], [0.03, -0.04, -0.30], [0.00, -0.25, 0.38], [-0.08, 0.15, -0.11], [-0.03, -0.26, -0.16], [-0.08, 0.03, 0.31], [0.23, 0.15, -0.15], [0.24, -0.23, -0.09], [-0.03, -0.29, 0.15], [-0.27, -0.01, 0.24], [-0.20, 0.24, -0.01], [-0.24, -0.01, 0.31], [-0.36, 0.20, 0.07], [0.03, -0.19, 0.09], [-0.23, 0.24, -0.08], [-0.10, 0.17, -0.33], [0.14, -0.11, -0.35], [-0.15, -0.15, 0.24], [-0.23, 0.06, 0.05], [0.19, 0.19, 0.20], [0.20, -0.19, 0.20], [-0.04, -0.29, -0.10], [-0.26, 0.01, -0.25], [-0.19, 0.26, -0.06], [0.51, 0.05, -0.01], [0.10, -0.09, 0.36], [0.24, 0.09, -0.34], [0.43, -0.19, 0.13], [0.07, 0.31, -0.09], [-0.41, -0.54, 0.20], [0.11, 0.24, -0.19], [0.15, 0.04, 0.03], [-0.39, -0.88, 0.43], [1.71, -0.19, 0.73], [-0.12, 0.12, -0.07], [0.30, 1.02, -0.59], [-1.09, 0.17, -0.49], [-0.24, -0.12, 0.15], [0.28, 0.03, 0.05], [0.02, -0.04, -0.32], [-0.15, -0.26, -0.08], [-0.16, 0.24, 0.14], [0.26, 0.06, 0.12], [0.00, -0.26, 0.16], [-0.02, 0.01, -0.28], [-0.15, 0.22, 0.06], [0.02, -0.28, 0.15], [0.00, 0.00, -0.07], [0.09, 0.18, -0.06]], "charge": 1, "homo_ev": -10.85, "gap_ev": 6.06}


(4)
{"formula": "C23H28BCsN8O4", "method": "ωB97M-V/def2-TZVPD", "elements": ["Cs", "C", "C", "C", "O", "C", "O", "O", "H", "H", "H", "H", "H", "H", "H", "B", "N", "C", "C", "C", "N", "N", "C", "C", "C", "N", "H", "H", "H", "H", "H", "H", "H", "H", "O", "C", "C", "C", "C", "C", "C", "C", "N", "C", "C", "N", "H", "H", "H", "H", "H", "H", "H", "C", "C", "N", "C", "C", "N", "H", "H", "H", "H", "H", "H"], "xyz": [[0.4892, 0.4535, -1.1896], [-3.3314, 2.5337, 3.5717], [-2.7362, 1.4351, 2.7063], [-2.1791, 0.2483, 3.5130], [-1.6847, 2.0259, 1.8902], [-3.8724, 0.8533, 1.7759], [-4.9784, 1.3892, 1.9710], [-3.4920, -0.0864, 0.9856], [-2.6006, 3.0762, 4.1846], [-4.1824, 2.2392, 4.2057], [-3.8250, 3.2828, 2.9128], [-1.2131, 0.5333, 3.9737], [-2.0682, -0.5822, 2.8047], [-2.8705, -0.0805, 4.2760], [-0.9552, 2.3296, 2.4242], [2.2980, 2.9425, -3.6426], [2.1862, 1.6476, -4.4494], [2.0720, 1.5818, -5.7707], [1.7224, 0.2882, -6.1104], [1.5794, -0.3543, -4.8373], [1.9083, 0.4808, -3.8460], [0.8763, 3.5731, -3.6958], [0.4362, 4.6337, -4.3538], [-0.9367, 4.6669, -4.1790], [-1.2199, 3.5526, -3.3589], [-0.1023, 2.8695, -3.1014], [3.0254, 3.7387, -4.2072], [2.6776, 2.7397, -2.5005], [2.2261, 2.4402, -6.3888], [1.4567, -0.1261, -7.0799], [1.3121, -1.3757, -4.6157], [1.0632, 5.3008, -4.8943], [-1.6368, 5.4026, -4.6047], [-2.1495, 3.2719, -2.8929], [0.5968, -1.7273, 0.9773], [0.2737, -2.9330, 1.1816], [0.8077, -3.7060, 2.2779], [0.6054, -5.0344, 2.5214], [-0.3158, -5.7139, 1.6974], [-0.8905, -5.0088, 0.6769], [-0.6863, -3.6423, 0.4415], [-1.2967, -2.9303, -0.7392], [-0.8463, -3.0968, -1.9907], [-1.3652, -2.0157, -2.6773], [-2.1554, -1.2287, -1.8615], [-2.1062, -1.8457, -0.6511], [1.5161, -3.2292, 2.9144], [1.1027, -5.4806, 3.3823], [-0.4931, -6.7559, 1.8556], [-1.4906, -5.6074, -0.0012], [-1.3692, -1.9555, -3.7773], [-2.7131, -0.3127, -1.8868], [-2.3117, -1.3677, 0.2523], [1.6140, -0.7642, 4.6967], [2.6668, -0.2952, 3.7575], [3.8103, 0.3306, 4.0771], [4.4395, 0.5291, 2.8317], [3.6763, 0.0076, 1.8393], [2.5044, -0.4162, 2.4292], [1.7815, -1.8196, 5.0115], [0.6518, -0.6394, 4.1893], [1.6663, -0.1554, 5.6215], [5.4504, 0.9241, 2.7541], [3.8155, -0.1002, 0.7705], [1.7665, -0.9347, 1.9512]], "forces_ev_per_angstrom": [[0.06, 0.00, 0.53], [-0.89, 1.17, -0.12], [0.20, -0.08, 0.48], [0.49, 0.41, -0.64], [-0.85, -0.61, -0.66], [0.98, -0.19, -0.56], [0.00, -0.95, -0.80], [-0.97, 1.31, 0.92], [0.19, -0.28, 0.00], [0.55, -0.41, -0.09], [0.59, -0.41, 0.22], [-0.39, -0.26, -0.10], [0.39, 0.18, 0.26], [-0.25, 0.07, 0.33], [0.15, -0.03, 0.60], [0.31, 0.80, 0.06], [0.48, 0.27, 0.83], [-0.08, -0.89, -0.53], [-0.75, -0.65, 0.78], [0.65, 0.49, -0.63], [-0.29, -0.41, -1.07], [1.22, -1.25, 0.68], [-1.28, -0.07, 0.19], [-0.91, 0.51, -0.11], [0.26, 0.34, -0.29], [-0.58, 1.08, -0.03], [0.12, -0.07, -0.09], [-0.23, -0.10, -0.20], [0.10, 0.31, -0.10], [0.25, 0.19, 0.26], [-0.02, -0.03, 0.00], [0.51, 0.16, -0.22], [0.45, -0.51, 0.42], [-0.14, -0.16, -0.16], [0.42, 1.19, -0.26], [-0.37, -1.36, 1.44], [0.69, 0.44, -0.24], [-1.02, 0.07, -0.34], [1.22, 0.19, 0.93], [-0.52, -0.01, -0.69], [-0.81, -0.30, -1.21], [1.21, -0.35, -0.27], [-0.66, 0.75, 0.40], [-1.17, -0.09, -1.05], [0.24, -0.73, 0.27], [0.84, -0.02, 1.73], [0.50, 0.66, 0.38], [-0.13, -0.15, -0.24], [-0.23, -0.52, -0.13], [-0.33, 0.42, -0.14], [0.49, 0.04, 0.69], [-0.12, 0.14, -0.62], [-0.51, -0.22, -0.75], [0.27, 0.04, 0.72], [0.80, 1.09, 0.40], [-0.41, -0.53, -1.23], [0.12, -0.50, 1.11], [-0.65, 0.24, -0.49], [1.36, -0.19, 0.11], [-0.27, 0.59, -0.41], [0.01, -0.31, 0.41], [-0.20, -0.25, -0.54], [-0.40, 0.03, 0.09], [0.07, 0.18, 0.21], [-0.75, -0.49, -0.47]], "charge": -2, "homo_ev": -2.46, "gap_ev": 6.40}


Computed values of relative energy (zero: lowest compared OMol25 entry of this formula, charge and spin) (unit: eV) for the preceding records, in sequence: 0.000, 5.128, 0.044, 0.075.